(1)
Below is a molecular structure, C38H41HgNOP in a non-equilibrium geometry, with properties calculated with ωB97M-V with the def2-TZVPD basis set.

Geometry as XYZ:
```
83
Properties=species:S:1:pos:R:3:forces:R:3:lowdin_spin:R:1
H 2.6950 4.7988 4.3090 -0.007 0.004 0.021 0.0000
C 2.4333 1.5353 -1.7382 -0.646 -0.242 0.726 -0.0102
H 3.9378 4.4491 2.1336 0.017 0.004 -0.053 0.0000
H 0.6680 -0.5166 5.0468 -0.031 0.046 -0.037 0.0000
C 0.2494 -0.8343 2.9134 0.016 -0.009 0.027 0.0000
H -3.3287 1.1667 5.0628 0.013 0.016 0.009 0.0000
C 1.6430 1.2544 2.7852 0.066 -0.048 -0.021 -0.0001
C -0.5389 -2.4438 6.3047 -0.025 -0.004 -0.115 0.0000
H -5.7824 -2.3585 -1.6842 -0.015 0.063 -0.028 0.0137
H 4.5813 1.5891 4.4390 -0.006 -0.007 0.015 0.0000
C -6.0843 3.5324 -1.8156 0.143 -0.068 0.018 0.0057
C 1.8255 1.4358 4.3107 0.022 0.044 -0.031 -0.0001
C 3.3041 3.5772 1.9244 -0.025 -0.030 0.005 0.0000
C -2.6862 2.2404 3.3134 0.007 0.100 0.053 0.0003
C -0.5289 -2.2196 4.8094 -0.063 -0.043 -0.025 -0.0001
H -5.0188 3.7990 -3.6539 0.061 -0.031 -0.013 -0.0001
C -1.1982 -3.0983 3.9669 -0.051 -0.015 0.142 0.0001
H -6.9397 4.1182 -2.1302 -0.001 0.009 -0.010 0.0005
C 4.0943 2.4740 4.0154 -0.050 0.000 -0.079 0.0000
C 1.0354 2.5723 2.2575 0.131 -0.028 -0.013 0.0002
H -3.0624 2.4668 -2.9239 -0.003 0.017 -0.028 0.0000
C -3.8132 -3.0090 -2.3393 0.161 0.006 0.011 0.0461
H -3.2371 -1.0765 1.4247 0.000 0.000 -0.060 0.0013
C -0.5090 -1.5031 -1.5858 0.132 0.531 0.764 0.1654
H -0.9917 -1.5949 6.8242 0.009 -0.013 0.051 0.0000
H 2.9691 0.9650 1.1164 -0.007 -0.002 0.009 0.0003
H -0.3523 -1.6741 1.0250 -0.053 0.039 0.012 0.0017
H 0.8508 1.5625 4.7898 -0.015 -0.072 0.013 0.0000
H -0.9832 -4.3459 1.0265 -0.048 -0.026 -0.074 0.0003
P -2.3734 1.0099 -0.5658 0.072 -0.345 0.306 0.0253
H -2.1078 3.0431 1.4085 0.064 0.020 0.035 0.0001
C -2.4439 2.1667 1.9528 0.009 -0.080 0.019 0.0007
H -1.7632 -3.4003 -2.7913 -0.002 -0.019 0.023 0.0055
N 0.8392 0.1727 2.2672 -0.079 0.067 -0.487 -0.0022
C -3.8663 2.0043 -0.9970 -0.346 0.193 0.009 0.0049
H -4.9533 -0.2733 -0.6991 -0.036 -0.001 -0.031 -0.0031
H -3.7151 -0.9399 3.8329 0.101 -0.042 0.018 0.0001
C 3.0645 1.1035 2.1966 -0.090 0.099 -0.056 0.0002
C -3.1417 1.1199 3.9963 -0.069 -0.039 0.020 -0.0002
O 0.2521 -2.3717 -2.0354 0.185 0.043 -0.179 0.1981
C -4.9614 2.2055 -0.1461 0.272 -0.073 -0.205 0.0053
C -0.4237 -1.8036 2.0991 0.032 -0.161 -0.163 0.0020
C -6.0500 2.9574 -0.5527 -0.203 0.132 0.021 0.0003
H 0.4803 -2.5620 6.6827 -0.011 0.016 0.052 0.0000
C -3.9081 2.6050 -2.2591 0.152 -0.208 0.140 0.0038
H 2.3115 0.5499 4.7260 -0.071 -0.029 0.035 0.0000
H 2.3075 2.6174 -1.6364 -0.073 -0.011 0.069 -0.0004
C -1.1200 -2.8814 2.5831 0.087 -0.014 0.054 0.0001
H 3.2051 3.4754 0.8402 0.008 0.023 -0.027 0.0000
H -4.9594 1.7492 0.8346 -0.008 0.031 0.058 0.0002
C 3.9456 2.3146 2.5012 0.216 -0.035 -0.015 0.0000
C 2.0706 3.9285 4.0689 0.022 -0.040 -0.041 0.0000
H -4.1851 -3.9012 -2.8343 0.044 -0.028 -0.007 0.0004
H 1.4691 4.6872 2.1399 -0.014 -0.046 0.003 0.0000
H 4.9348 2.1672 2.0484 -0.028 0.027 0.010 0.0000
C -2.6366 0.9747 1.2565 -0.022 0.112 -0.092 0.0081
C -4.7233 -2.1275 -1.7112 -0.362 -0.057 0.063 0.1484
H 0.0563 2.7009 2.7233 -0.039 -0.017 -0.013 0.0000
H 0.8747 2.4710 1.1797 0.013 -0.023 -0.002 0.0002
H 1.0873 4.0865 4.5242 -0.013 0.016 0.006 0.0000
H -2.5127 3.1688 3.8472 0.001 0.006 -0.010 0.0001
H 2.8053 2.7485 5.7185 -0.045 -0.023 -0.036 0.0000
C 1.9242 3.7779 2.5538 -0.046 0.200 -0.020 0.0000
H 4.7239 3.3437 4.2438 0.007 -0.012 0.033 0.0000
C -3.3530 -0.0640 3.3088 0.007 -0.054 0.103 0.0002
C -1.9353 -1.5879 -1.6626 0.228 0.217 0.165 0.1591
H -2.3309 -4.6174 2.1416 -0.016 0.015 0.020 0.0000
Hg 0.6381 0.2689 -0.6172 0.624 -0.279 -1.194 -0.0008
H -2.4166 -3.3403 0.9112 0.003 -0.011 -0.048 -0.0002
C -2.8816 -0.6542 -1.0900 -0.089 0.308 -0.452 0.1415
C -1.7566 -3.8504 1.6168 0.042 0.072 0.007 0.0005
C -5.0009 3.3473 -2.6681 -0.244 0.177 -0.067 0.0010
H -1.7461 -3.9453 4.3702 0.009 -0.016 -0.010 0.0000
C 2.7039 2.6549 4.6284 0.084 0.052 0.174 0.0000
H -6.8838 3.0964 0.1273 -0.013 -0.014 -0.014 -0.0001
C -3.0853 -0.1435 1.9488 -0.017 0.077 0.004 0.0028
C 0.1717 -1.1310 4.3117 0.108 0.085 0.166 0.0001
H -1.1011 -3.3442 6.5586 -0.022 -0.001 0.034 0.0000
C -2.4769 -2.7366 -2.3186 -0.077 -0.196 -0.113 0.0622
H 3.4413 1.2813 -1.3974 -0.089 -0.101 0.168 -0.0004
H 2.3738 1.2870 -2.8011 -0.204 -0.122 0.066 -0.0003
C -4.2434 -0.9635 -1.1387 0.217 -0.106 0.119 0.0111
H 3.5102 0.1912 2.6075 -0.011 -0.028 -0.009 0.0000
```
Positions in Å, forces in eV/Å.

energy above the lowest of the compared OMol25 structures with the same formula, charge and spin = 15.2 kcal/mol
E_LUMO (spin up / spin down) = 4.5 / 4.5 eV
orbital gap (spin up / spin down) = 3.67 / 5.09 eV
net charge = -2
spin multiplicity = 2
maximum force = 1.4 eV/A
⟨S²⟩ = 0.7697
highest occupied orbital energy (spin up / spin down) = 0.83 / -0.59 eV

---

(2)
Below is a molecular structure, C38H41N2O4P2Pt in a non-equilibrium geometry, with properties calculated with ωB97M-V with the def2-TZVPD basis set.

Geometry as XYZ:
```
88
Properties=species:S:1:pos:R:3:forces:R:3:lowdin_spin:R:1
P -0.8624 -0.7674 1.8962 0.256 -0.693 0.283 0.1158
H 3.5985 -0.8820 -1.5169 -0.061 -0.062 -0.214 0.0021
H -2.8225 -4.7930 0.0608 -0.647 -0.329 -0.385 -0.0004
O 1.0985 -0.1799 -1.6507 1.087 0.110 -0.342 0.2903
O 5.5344 -0.2795 -3.3739 -0.474 0.302 0.440 -0.0109
H -2.3194 -2.3485 0.0457 0.091 -0.675 0.579 0.0002
C -1.7996 -3.0480 0.7367 -0.660 0.033 -0.798 0.0110
H -5.6628 1.9278 -3.2126 -0.047 -0.107 -0.248 0.0003
C 4.0611 -2.7463 2.3057 0.807 0.260 -0.349 0.0006
H -4.5375 2.2198 -1.0838 -0.129 0.133 0.036 0.0007
C -4.4005 0.2775 -3.8504 0.200 0.044 0.183 -0.0006
H 0.4178 2.2758 -5.1929 -0.313 0.128 0.310 -0.0005
C 1.6202 0.1638 5.6131 -0.134 -0.093 -0.428 -0.0004
C -0.0144 -1.2017 4.4540 0.030 -0.171 0.752 0.0049
C -2.2589 3.8381 -1.1441 0.554 0.005 0.694 0.0129
C -4.2059 1.4474 -1.7579 0.623 -0.514 -0.393 0.0061
C 1.0323 0.6418 3.3177 -0.219 -0.247 -0.484 0.0037
C 0.1430 2.9108 -4.3352 -0.413 -0.872 -0.274 0.0023
H 0.9991 -2.1609 -0.9388 0.541 -0.184 0.333 0.0035
C 1.7455 0.9567 4.4592 -0.183 -0.298 0.463 0.0000
C -3.0632 0.6864 -1.4350 -0.623 0.821 -0.283 0.0230
H -0.6849 -2.0656 4.4469 0.140 0.352 0.151 0.0005
C -1.7968 2.9881 -0.1119 -0.567 1.852 -0.694 0.0225
H 0.6112 -1.5296 6.4903 0.093 0.132 -0.275 0.0003
H -2.3877 5.8572 -1.8619 0.056 -0.218 0.365 -0.0001
H -1.3449 6.8453 0.1151 0.214 -0.179 0.099 0.0006
H 1.2180 1.1831 2.3790 -0.213 -0.096 0.493 0.0028
C 3.3889 -0.0781 -2.2150 1.253 -0.948 -0.204 0.0546
P -2.0740 1.2399 -0.0305 -0.574 -0.006 -0.535 0.1495
H -0.9047 3.1545 -4.3416 -0.416 0.019 -0.038 0.0000
H -4.5701 -0.1301 2.4055 -0.128 0.105 0.200 0.0003
C 0.7331 -0.9137 5.5977 0.027 -0.008 0.079 0.0013
H -3.9293 -0.8844 1.0137 0.322 0.178 -0.144 0.0001
H -2.8968 1.7631 2.1708 -0.005 0.083 -0.178 0.0003
H -2.4316 0.0751 3.4993 0.115 0.067 -0.041 0.0000
C -0.8662 -2.5263 1.6065 0.852 -1.400 0.757 0.0161
C -1.3376 -5.2817 1.5094 0.652 0.258 0.110 0.0118
C -0.9037 4.9351 1.0340 0.552 -0.347 0.402 -0.0016
H -2.7261 3.4323 -2.0276 -0.043 -0.039 0.005 0.0004
H 6.8078 -1.7864 -3.1820 -0.413 -0.046 0.381 0.0000
H 2.3643 1.8367 4.4335 0.371 0.013 0.150 0.0000
C 2.3756 -2.3067 0.5702 -0.400 0.918 -0.111 0.0065
C 5.8711 -1.4800 -2.6897 0.395 -0.461 -0.471 -0.0003
C 2.8705 2.0781 -3.8785 -0.381 0.082 0.217 -0.0072
C -0.2191 -4.7925 2.2097 -0.791 -0.299 -0.488 -0.0008
C -3.3349 -0.5414 -3.4918 -0.253 0.333 0.581 0.0000
H 4.8964 1.8570 -4.6311 -0.496 -0.319 0.592 0.0061
N 3.3172 -3.1449 1.1331 -0.888 -0.123 -0.549 0.0023
C -3.6646 -0.1734 1.8057 -0.411 -0.391 0.015 0.0018
O 2.1843 -1.1133 0.9624 0.563 -2.370 -0.496 0.0675
H 6.0510 -1.3536 -1.6199 -0.085 0.290 -0.042 0.0000
H -2.7613 -1.6040 3.1907 0.267 0.203 -0.422 0.0032
H -1.7769 -0.9118 -2.0497 0.107 -0.069 -0.005 0.0008
C 1.8365 1.5863 -3.0598 0.705 -0.109 0.455 0.1251
C -2.0475 5.2091 -1.0474 -0.481 -0.210 -0.474 -0.0002
C -2.0689 -4.4275 0.7112 0.570 0.993 0.326 -0.0013
H -1.5876 -6.3246 1.5829 0.019 -0.286 -0.231 0.0008
C -4.8285 1.2781 -2.9845 -0.134 -0.038 0.486 0.0017
H 2.2300 0.3328 6.5032 -0.266 0.185 -0.308 0.0000
H -4.8949 0.1514 -4.8005 -0.052 -0.110 -0.104 0.0000
C -2.5316 -0.6483 2.6866 -0.257 -0.079 0.366 0.0114
H 5.1124 -2.2638 -2.8336 0.094 0.271 -0.044 0.0001
H 4.0525 -1.6556 2.2859 0.090 -0.122 0.404 0.0003
O -0.2123 2.2135 -2.0506 0.943 -0.080 -1.622 0.0714
C -2.6507 -0.3246 -2.2939 -0.221 0.254 -0.253 0.0023
C 0.1239 -0.4288 3.3148 1.138 0.272 0.654 0.0203
H 2.6705 2.9761 -4.4578 0.170 -0.249 -0.015 -0.0030
H 0.4627 -5.5152 2.6387 -0.013 0.196 0.358 -0.0002
H -4.1981 1.7908 0.9965 0.406 -0.267 -0.049 0.0055
C -1.0906 3.5625 0.9443 -0.606 -0.414 -0.025 0.0102
H -0.7832 2.8996 1.7480 0.365 0.185 0.037 0.0002
C 2.0977 0.4465 -2.2189 -1.044 0.752 -0.682 0.0265
H 5.0989 -3.1008 2.2018 -0.309 0.203 0.066 0.0000
C -1.4213 5.7629 0.0580 0.142 0.389 -0.140 0.0100
H 3.6798 -3.1337 3.2507 -0.301 0.072 -0.056 0.0000
H 0.7988 -3.0515 2.8867 0.009 0.045 -0.011 0.0004
H 1.8338 -3.6574 -1.0201 0.111 0.652 0.900 -0.0002
C 4.3467 0.3263 -3.1455 -0.043 0.421 0.137 -0.0038
N 1.6196 -2.8181 -0.4668 0.263 -0.281 -0.313 0.0010
H -0.2769 5.2842 1.8558 -0.446 0.271 -0.161 -0.0003
C -0.0223 -3.4322 2.2934 -0.037 0.428 -0.143 0.0109
C 4.1159 1.4849 -3.9433 -0.049 -0.361 -0.106 0.1406
H 3.3508 -4.1300 0.8611 -0.251 0.760 0.050 0.0004
Pt -0.0473 0.1410 -0.0207 -0.877 0.199 0.244 0.7385
C 0.5150 2.2346 -3.0474 -0.308 -0.076 0.783 0.0112
C -3.3140 1.2116 1.3196 -0.226 0.379 0.043 0.0161
H -3.0449 -1.3575 -4.1158 0.196 -0.306 -0.429 0.0000
H 0.6937 3.8109 -4.4719 0.500 0.902 0.079 0.0002
```
Positions in Å, forces in eV/Å.

energy above the lowest of the compared OMol25 structures with the same formula, charge and spin = 0.0 kcal/mol
E_LUMO (spin up / spin down) = -1.9 / -5.3 eV
orbital gap (spin up / spin down) = 6.34 / 5.19 eV
net charge = +1
spin multiplicity = 3
maximum force = 2.5 eV/A
⟨S²⟩ = 2.0326
highest occupied orbital energy (spin up / spin down) = -8.29 / -10.52 eV